Formula: C6H12
Source: the Open Molecules 2025 dataset
Level of theory: the ωB97M-V functional and the def2-TZVPD basis

Element x y z (Å)
C  0.179  -2.086  0.832
C  -0.313  -1.161  1.648
C  -1.073  0.663  -0.328
C  -1.030  1.826  0.310
C  0.016  0.111  -1.200
C  1.419  0.661  -0.964
H  -0.456  -2.824  0.345
H  0.044  -0.975  -1.077
H  1.240  -2.124  0.594
H  0.314  -0.397  2.097
H  -1.370  -1.116  1.889
H  -1.998  0.083  -0.317
H  -0.121  2.418  0.353
H  -1.917  2.234  0.776
H  -0.295  0.307  -2.235
H  1.479  1.742  -1.127
H  2.122  0.185  -1.655
H  1.760  0.454  0.059

Calculated values
maximum force	0.5	eV/A
E_LUMO	1.2257	eV
SMILES	C=CCC.C=C
Kohn-Sham gap	0.38830	Ha
energy above the lowest of the compared OMol25 structures with the same formula, charge and spin	50.11	kcal per mole
E	-235.7384	hartree

natural (NBO) atomic charge list, values in e, 8 entries: -0.422 -0.376 -0.148 -0.425 -0.449 -0.612 0.196 0.220

---

Formula: C25H42N6O2PtSi4Te
Source: the Open Molecules 2025 dataset
Level of theory: the ωB97M-V functional and the def2-TZVPD basis

Element x y z (Å)
Pt  1.589  1.563  0.655
C  0.157  -0.264  3.101
N  1.379  -0.445  2.319
C  2.621  -0.296  3.070
C  2.678  1.112  3.565
N  2.492  2.127  2.772
C  2.466  3.250  3.581
C  2.296  4.591  3.243
C  2.324  5.505  4.274
C  2.524  5.107  5.606
C  2.699  3.782  5.952
C  2.661  2.863  4.911
N  2.779  1.482  4.873
C  -0.776  0.687  2.413
N  -0.374  1.731  1.735
C  -1.519  2.304  1.200
C  -1.649  3.391  0.342
C  -2.928  3.735  -0.043
C  -4.049  3.024  0.412
C  -3.930  1.942  1.261
C  -2.638  1.596  1.638
N  -2.130  0.562  2.411
H  0.412  0.152  4.081
H  -0.358  -1.212  3.285
H  1.369  -1.309  1.794
H  3.443  -0.453  2.367
H  2.730  -1.008  3.901
H  2.155  4.878  2.211
H  2.197  6.556  4.057
H  2.544  5.861  6.382
H  2.857  3.483  6.979
H  2.989  0.873  5.644
H  -0.774  3.914  -0.019
H  -3.074  4.565  -0.720
H  -5.033  3.327  0.080
H  -4.794  1.386  1.595
H  -2.656  -0.178  2.841
O  2.279  3.649  0.107
N  3.504  3.452  -0.098
O  3.856  2.293  0.078
C  -2.639  -2.148  -4.544
Si  -1.537  -0.749  -3.911
C  -2.647  0.662  -3.343
C  -0.471  -0.157  -5.345
Si  -0.100  -1.362  -2.148
Te  1.072  0.824  -1.773
Si  1.565  -2.879  -2.824
C  2.297  -3.657  -1.263
C  2.932  -1.986  -3.751
C  0.907  -4.262  -3.932
Si  -1.460  -2.542  -0.652
C  -1.817  -4.201  -1.480
C  -3.116  -1.680  -0.381
C  -0.735  -2.977  1.054
H  -3.185  -1.809  -5.427
H  -3.374  -2.455  -3.799
H  -2.066  -3.029  -4.829
H  -3.110  1.142  -4.208
H  -2.070  1.413  -2.805
H  -3.444  0.313  -2.688
H  -1.101  0.133  -6.189
H  0.212  -0.934  -5.688
H  0.126  0.707  -5.053
H  2.750  -2.889  -0.634
H  3.072  -4.384  -1.511
H  1.533  -4.170  -0.679
H  3.343  -1.174  -3.153
H  2.559  -1.550  -4.678
H  3.736  -2.681  -4.004
H  0.406  -5.039  -3.356
H  1.729  -4.728  -4.478
H  0.197  -3.885  -4.667
H  -1.980  -4.107  -2.550
H  -2.716  -4.641  -1.041
H  -0.997  -4.902  -1.329
H  -3.000  -0.626  -0.138
H  -3.687  -2.166  0.414
H  -3.712  -1.736  -1.294
H  0.326  -2.748  1.141
H  -0.843  -4.050  1.225
H  -1.271  -2.467  1.855

Calculated values
spin multiplicity	3
maximum force	1.1	eV/A
E_LUMO (spin up / spin down)	-0.1002 / -0.1215	eV
Kohn-Sham gap (spin up / spin down)	0.23102 / 0.23199	Ha
energy above the lowest of the compared OMol25 structures with the same formula, charge and spin	0.37	kcal per mole
expectation value of S²	2.007
E	-3002.2029	hartree

Löwdin atomic charge list, values in e, 8 entries: 0.729 -0.116 -0.090 -0.128 -0.327 0.090 -0.199 0.006

---

Formula: C53H39MnN6STe
Source: the Open Molecules 2025 dataset
Level of theory: the ωB97M-V functional and the def2-TZVPD basis

Element x y z (Å)
Mn  -0.365  0.041  -0.397
C  2.826  -4.529  4.215
C  3.332  -4.345  2.938
C  2.543  -3.797  1.937
C  1.206  -3.435  2.168
C  0.732  -3.587  3.482
C  1.521  -4.135  4.481
C  0.402  -2.769  1.118
C  0.890  -2.628  -0.214
C  1.567  -3.649  -0.965
C  1.614  -3.227  -2.254
C  1.053  -1.909  -2.287
C  1.085  -1.031  -3.357
C  1.612  -1.499  -4.670
C  0.783  -1.472  -5.791
C  1.240  -1.936  -7.016
C  2.534  -2.425  -7.137
C  3.373  -2.436  -6.031
C  2.914  -1.977  -4.805
C  0.666  0.301  -3.253
N  0.060  0.865  -2.163
C  -0.115  2.189  -2.435
C  -0.968  3.012  -1.644
C  -0.795  4.478  -1.487
C  0.077  5.245  -2.273
C  0.232  6.604  -2.058
C  -0.454  7.239  -1.033
C  -1.270  6.488  -0.202
C  -1.424  5.128  -0.416
C  -2.062  2.370  -1.048
C  -3.387  2.919  -0.909
C  -4.185  1.914  -0.481
C  -3.344  0.766  -0.275
N  -2.076  1.054  -0.675
C  -3.737  -0.395  0.399
C  -2.822  -1.324  0.872
C  -3.123  -2.449  1.717
C  -1.945  -3.026  2.054
C  -0.913  -2.315  1.338
N  -1.467  -1.287  0.643
C  -5.192  -0.595  0.656
C  -5.705  -0.656  1.949
C  -7.062  -0.851  2.162
C  -7.922  -0.989  1.081
C  -7.422  -0.918  -0.212
C  -6.065  -0.716  -0.423
C  0.428  2.483  -3.726
C  0.880  1.307  -4.242
N  0.566  -1.604  -1.032
H  3.442  -4.955  4.996
H  4.355  -4.620  2.715
H  2.989  -3.627  0.968
H  -0.266  -3.266  3.738
H  1.115  -4.242  5.479
H  1.870  -4.611  -0.584
H  1.987  -3.772  -3.105
H  -0.230  -1.101  -5.694
H  0.583  -1.917  -7.875
H  2.888  -2.794  -8.091
H  4.389  -2.798  -6.123
H  3.580  -1.960  -3.951
H  0.660  4.788  -3.053
H  0.901  7.168  -2.695
H  -0.328  8.300  -0.865
H  -1.777  6.956  0.631
H  -2.010  4.555  0.288
H  -3.678  3.921  -1.175
H  -5.244  1.953  -0.285
H  -4.111  -2.767  2.006
H  -1.807  -3.921  2.639
H  -5.039  -0.522  2.794
H  -7.450  -0.882  3.172
H  -8.979  -1.149  1.247
H  -8.088  -1.020  -1.059
H  -5.674  -0.663  -1.432
H  0.382  3.422  -4.246
H  1.321  1.145  -5.211
S  -0.464  1.600  1.835
C  1.525  0.530  0.169
N  2.330  -0.142  0.975
C  3.647  0.483  1.142
C  3.467  1.804  0.367
N  2.162  1.603  -0.277
H  2.101  -1.055  1.335
H  4.426  -0.147  0.714
H  3.862  0.647  2.196
H  4.244  1.959  -0.378
H  3.435  2.668  1.031
H  1.688  2.326  -0.794
Te  -0.433  0.133  3.548
C  1.439  0.568  4.377
C  1.823  1.882  4.628
C  3.092  2.129  5.131
C  3.963  1.073  5.381
C  3.566  -0.235  5.139
C  2.298  -0.495  4.634
H  1.147  2.704  4.428
H  3.399  3.147  5.336
H  4.953  1.272  5.769
H  4.241  -1.056  5.342
H  1.989  -1.518  4.446

Calculated values
spin multiplicity	4
maximum force	0.6	eV/A
E_LUMO (spin up / spin down)	-3.8856 / -4.8690	eV
total charge	+1
Kohn-Sham gap (spin up / spin down)	0.18900 / 0.15272	Ha
expectation value of S²	4.031
E	-4188.6177	hartree

Löwdin atomic charge list, values in e, 8 entries: 0.657 -0.077 -0.065 -0.039 -0.161 -0.068 -0.081 -0.072

---

Formula: C5H11NO
Source: the Open Molecules 2025 dataset
Level of theory: the ωB97M-V functional and the def2-TZVPD basis

Element x y z (Å)
O  0.826  1.536  -1.344
C  0.185  1.573  -0.239
N  0.344  1.013  1.322
C  -0.537  0.407  0.378
C  -0.143  -0.965  -0.197
C  1.367  -1.178  -0.279
C  -0.813  -1.159  -1.552
H  -0.174  2.571  0.076
H  -0.241  2.363  3.727
H  -1.642  0.463  0.490
H  -0.976  2.370  3.661
H  -0.529  -1.709  0.510
H  1.602  -2.214  -0.518
H  1.793  -0.521  -1.036
H  1.856  -0.931  0.668
H  -1.899  -1.203  -1.452
H  -0.492  -2.095  -2.024
H  -0.527  -0.321  -2.191

Calculated values
spin multiplicity	2
maximum force	1.4	eV/A
E_LUMO (spin up / spin down)	4.3124 / 4.2528	eV
total charge	-1
Kohn-Sham gap (spin up / spin down)	0.25011 / 0.23726	Ha
energy above the lowest of the compared OMol25 structures with the same formula, charge and spin	63.21	kcal per mole
expectation value of S²	0.756
E	-326.9742	hartree

natural (NBO) atomic charge list, values in e, 8 entries: -0.834 0.274 -0.414 -0.219 -0.203 -0.626 -0.614 0.097